P:
Entry from the Open Molecules 2025 dataset: an isolated molecule of C4H8ClNO2 (the ωB97M-V functional and the def2-TZVPD basis).

Structure (XYZ):
```
16
Properties=species:S:1:pos:R:3:mulliken_charge:R:1
C 1.738 1.645 -0.005 -0.4958
C -1.098 -0.195 0.507 -0.8561
C -1.940 -0.702 -0.593 -0.2585
C 1.019 -1.383 0.135 0.1574
H 2.250 2.140 -1.133 0.2023
H 2.650 1.105 0.526 0.2336
H 1.173 2.443 0.643 0.2112
H -1.373 0.780 0.883 0.4634
H -1.286 -0.921 1.390 0.3379
H -2.004 -1.888 -0.674 0.3224
H -1.639 -0.294 -1.768 0.2863
H 0.945 -2.223 1.051 0.2249
N 0.402 -0.232 0.372 0.1035
O 0.805 0.863 -0.571 -0.1642
O 2.020 -1.330 -0.594 -0.5309
Cl -3.659 0.192 -0.168 -0.2374
```

Output
orbital gap = 0.3899 hartree

***

Q:
Entry from the Open Molecules 2025 dataset: a cluster of 2 separate species, C4H8ClNO2 in total (the ωB97M-V functional and the def2-TZVPD basis).

Structure (XYZ):
```
16
Properties=species:S:1:pos:R:3:mulliken_charge:R:1
C 0.946 1.156 -1.270 0.2021
C -0.144 -0.899 1.306 -0.5870
C 0.986 -0.810 0.583 -0.7464
C -0.260 0.645 -1.225 0.3675
N -1.205 1.190 -0.260 -0.4612
O 1.404 1.897 -0.232 -0.5651
O 1.830 0.693 -2.167 -0.5081
Cl -0.928 -0.397 -2.537 -0.2406
H 1.477 -0.120 -2.673 0.3312
H -0.964 -1.490 1.076 0.4232
H -0.228 -0.330 2.221 0.2484
H 1.184 -1.533 -0.168 0.2432
H 1.629 0.009 0.654 0.5092
H -1.790 0.444 0.054 0.2195
H -1.824 1.941 -0.562 0.2209
H 0.950 1.609 0.618 0.3431
```

Output
orbital gap = 0.3327 hartree

***

Most stable pick: Q. Distance to second place: 230.8 kJ/mol.

***

P:
Entry from the Open Molecules 2025 dataset: an isolated molecule of C15H20N4OS (the ωB97M-V functional and the def2-TZVPD basis).

Structure (XYZ):
```
41
Properties=species:S:1:pos:R:3:mulliken_charge:R:1
C -1.110 -1.299 3.407 -1.3142
C -2.200 -1.728 2.793 1.2995
C -2.758 -3.102 2.996 -1.3098
H -3.767 -3.047 3.406 0.2725
H -2.136 -3.671 3.682 0.4069
H -2.812 -3.639 2.049 0.2722
C -2.972 -0.807 1.867 -0.7298
N -3.856 -1.497 0.958 -0.1697
C -3.631 -1.941 -0.286 0.1756
N -2.523 -1.629 -1.007 -0.2161
N -1.458 -0.948 -0.564 -0.2478
C -0.482 -0.661 -1.340 0.4616
C 0.626 0.076 -0.725 0.3692
C 1.357 1.016 -1.443 -0.5814
C 2.399 1.718 -0.844 0.6460
C 2.722 1.469 0.488 -0.5274
C 1.993 0.533 1.201 -0.7894
C 0.953 -0.159 0.612 -0.7072
H 0.391 -0.895 1.163 0.6852
H 2.247 0.342 2.232 0.4075
H 3.532 2.006 0.949 0.5393
N 3.080 2.656 -1.626 -0.1385
C 4.126 3.468 -1.287 0.8100
O 4.653 3.493 -0.200 -0.6052
C 4.561 4.348 -2.442 -1.3054
H 3.739 4.987 -2.758 0.3301
H 4.875 3.736 -3.285 0.3309
H 5.393 4.968 -2.122 0.3527
H 2.734 2.739 -2.572 0.1921
H 1.100 1.232 -2.471 0.3676
C -0.408 -1.036 -2.797 -1.9708
H -1.132 -0.464 -3.380 0.3915
H -0.633 -2.096 -2.924 0.5018
H 0.587 -0.855 -3.190 0.4629
H -2.551 -1.999 -1.957 0.2460
S -4.772 -2.881 -1.047 -0.4781
H -4.711 -1.864 1.353 0.2622
H -2.272 -0.205 1.287 0.3031
H -3.593 -0.137 2.474 0.3694
H -0.562 -1.923 4.091 0.2591
H -0.731 -0.302 3.259 0.3758
```

Output
orbital gap = 0.3078 hartree

***

Q:
Entry from the Open Molecules 2025 dataset: an isolated molecule of C15H20N4OS (the ωB97M-V functional and the def2-TZVPD basis).

Structure (XYZ):
```
41
Properties=species:S:1:pos:R:3:mulliken_charge:R:1
C -5.035 -4.602 1.946 -1.1516
C -5.070 -3.667 3.149 -0.4789
C -3.697 -3.089 3.498 -0.6790
C -3.176 -2.163 2.414 -0.4269
H -3.869 -1.347 2.213 0.3274
H -2.960 -2.685 1.484 0.3023
S -1.601 -1.404 2.944 -0.3138
C -1.145 -0.711 1.422 0.4709
N -1.831 -0.769 0.311 -0.4100
N -1.125 -0.128 -0.626 -0.6852
C -0.022 0.329 -0.090 0.3268
N 0.021 -0.023 1.241 0.0805
C 1.053 0.155 2.219 -1.0792
H 2.023 0.200 1.723 0.4687
H 1.034 -0.691 2.908 0.3750
H 0.893 1.070 2.795 0.2952
C 0.984 1.078 -0.818 0.3682
C 1.737 2.094 -0.232 -0.8424
C 2.672 2.783 -0.977 -0.6296
C 2.878 2.479 -2.322 1.0373
C 2.111 1.479 -2.917 -0.4544
C 1.176 0.794 -2.170 -0.8613
H 0.571 0.025 -2.624 0.4463
H 2.255 1.247 -3.959 0.5161
N 3.846 3.210 -3.014 -0.1721
C 4.258 3.087 -4.313 0.8140
O 3.826 2.276 -5.096 -0.6008
C 5.335 4.094 -4.664 -1.3183
H 5.626 3.955 -5.701 0.3532
H 6.205 3.954 -4.027 0.3312
H 4.960 5.107 -4.531 0.3287
H 4.299 3.926 -2.463 0.1870
H 3.247 3.573 -0.513 0.2865
H 1.575 2.377 0.796 0.4625
H -3.772 -2.532 4.435 0.3970
H -2.986 -3.904 3.653 0.3458
H -5.440 -4.216 4.017 0.3181
H -5.765 -2.848 2.953 0.2991
H -4.312 -5.399 2.104 0.2877
H -4.766 -4.065 1.040 0.3296
H -6.013 -5.053 1.793 0.3488
```

Output
orbital gap = 0.3083 hartree

***

Most stable pick: Q. Distance to second place: 95.0 kJ/mol.